Entry from the OMol25 dataset: a structure of composition C54H45N6O3P2STeV (the ωB97M-V functional and the def2-TZVPD basis).

Its spin multiplicity is 3. As for the total charge: 0. Its HOMO energy (spin up / spin down) is -7.6 / -7.5 eV. For the LUMO energy (spin up / spin down), the calculation gives 0.000 / 0.002 hartree. Its energy above the lowest of the compared OMol25 structures with the same formula, charge and spin is 285.3 kJ/mol. The frontier orbital gap (spin up / spin down) is 7.57 / 7.58 eV.

Each line ends with the Löwdin charge.
CARTESIAN COORDINATES (ANGSTROEM)
V1 0.455 -0.329 0.787  0.719
O1 0.371 -4.540 -0.147  0.026
C1 0.170 -3.330 0.055  -0.472
N1 0.957 -2.348 0.556  -0.070
C2 2.271 -2.804 0.955  -0.154
C3 2.852 -1.877 2.030  -0.264
C4 3.863 -2.257 2.800  -0.003
C5 4.391 -1.309 3.754  -0.015
C6 3.835 -0.051 3.885  -0.034
C7 2.796 0.211 3.012  -0.099
N2 2.279 -0.654 2.122  0.065
C8 -1.264 -2.853 -0.324  -0.201
C9 -2.412 -3.630 0.311  0.035
C10 -3.692 -3.196 0.219  -0.044
C11 -4.134 -1.931 -0.486  -0.061
C12 -3.499 -1.016 -1.249  0.005
N3 -1.451 -1.355 -0.020  0.032
H1 2.913 -2.837 0.055  0.113
H2 2.244 -3.894 1.253  0.143
H3 4.372 -3.250 2.744  0.139
H4 5.125 -1.626 4.455  0.096
H5 4.145 0.621 4.606  0.089
H6 2.458 1.223 2.990  0.105
H7 -2.058 -4.508 0.812  0.117
H8 -4.529 -3.679 0.699  0.091
H9 -5.170 -1.797 -0.435  0.078
H10 -3.922 -0.106 -1.628  0.115
C13 -6.550 -2.552 2.741  -0.039
C14 -5.113 -2.364 3.135  -0.303
C15 -4.506 -1.181 2.888  -0.069
C16 -3.197 -1.020 3.106  -0.110
C17 -2.424 -1.978 3.636  -0.274
C18 -3.033 -3.180 3.980  -0.025
C19 -4.387 -3.371 3.738  -0.027
S1 -0.695 -1.806 3.783  0.523
O2 -0.477 -1.464 5.125  -0.259
O3 -0.112 -3.019 3.299  -0.264
N4 -0.445 -0.640 2.777  -0.180
C20 -0.434 0.697 3.118  -0.361
C21 -0.761 1.399 4.274  -0.010
C22 -0.439 2.711 4.304  -0.083
C23 -0.007 3.440 3.235  -0.047
C24 0.211 2.700 2.083  -0.142
N5 0.142 1.395 2.071  -0.002
H11 -6.749 -3.535 2.296  0.086
H12 -6.850 -1.867 1.979  0.063
H13 -7.096 -2.361 3.661  0.088
H14 -5.018 -0.274 2.534  0.132
H15 -2.850 -0.048 2.801  0.097
H16 -2.452 -4.041 4.376  0.137
H17 -4.858 -4.299 3.986  0.114
H18 -1.224 0.813 5.114  0.135
H19 -0.653 3.239 5.243  0.123
H20 0.003 4.481 3.187  0.091
H21 0.523 3.227 1.170  0.114
Te1 1.395 3.712 -2.531  1.263
C25 0.779 3.223 -4.606  -0.474
C26 -0.538 3.418 -4.996  -0.140
C27 -1.006 2.943 -6.224  -0.127
N6 -0.159 2.438 -7.134  0.052
C28 1.098 2.338 -6.816  -0.194
C29 1.635 2.732 -5.618  -0.124
C30 0.968 1.907 -1.460  -0.964
P1 2.137 0.644 -1.059  0.894
C31 2.932 -0.205 -2.395  -0.357
C32 3.647 0.516 -3.441  -0.043
C33 4.136 -0.177 -4.558  -0.100
C34 3.950 -1.518 -4.676  -0.102
C35 3.278 -2.241 -3.702  -0.061
C36 2.731 -1.559 -2.594  -0.106
C37 3.560 1.449 -0.207  -0.350
C38 4.662 0.679 0.087  -0.124
C39 5.669 1.168 0.870  -0.084
C40 5.667 2.535 1.268  -0.056
C41 4.563 3.335 0.857  -0.072
C42 3.555 2.818 0.046  -0.139
P2 -0.431 1.193 -0.939  0.808
C43 -1.661 2.391 -0.411  -0.347
C44 -1.766 3.718 -0.845  -0.109
C45 -2.804 4.598 -0.510  -0.053
C46 -3.797 4.036 0.324  -0.072
C47 -3.668 2.738 0.792  -0.096
C48 -2.635 1.971 0.432  -0.149
C49 -1.157 -0.092 -2.028  -0.234
C50 -2.023 -1.177 -1.379  -0.384
C51 -1.654 -2.590 -1.869  -0.092
C52 -0.702 -2.697 -3.001  -0.027
C53 -0.282 -1.629 -3.673  -0.056
C54 -0.410 -0.303 -3.062  -0.115
H22 -1.201 3.934 -4.280  0.091
H23 -2.025 3.036 -6.548  0.097
H24 1.791 1.984 -7.617  0.120
H25 2.679 2.611 -5.578  0.072
H26 3.758 1.557 -3.429  0.061
H27 4.655 0.411 -5.326  0.112
H28 4.380 -1.881 -5.612  0.111
H29 3.087 -3.283 -3.842  0.100
H30 2.188 -2.129 -1.808  0.094
H31 4.758 -0.335 -0.321  0.118
H32 6.451 0.505 1.163  0.096
H33 6.493 2.887 1.843  0.085
H34 4.497 4.420 1.176  0.119
H35 2.665 3.369 -0.156  0.005
H36 -1.009 4.199 -1.470  -0.006
H37 -2.922 5.565 -0.994  0.106
H38 -4.606 4.676 0.713  0.108
H39 -4.363 2.362 1.538  0.108
H40 -2.549 0.908 0.771  0.101
H41 -2.207 -1.221 0.698  0.103
H42 -2.563 -3.098 -2.226  0.158
H43 -0.263 -3.627 -3.239  0.107
H44 0.468 -1.664 -4.494  0.117
H45 0.258 0.518 -3.357  0.090

Entry from the OMol25 dataset: a structure of composition C21H27AsIrN4 (the ωB97M-V functional and the def2-TZVPD basis).

Its spin multiplicity is 5. As for the total charge: +3. Its HOMO energy (spin up / spin down) is -17.6 / -18.8 eV. For the LUMO energy (spin up / spin down), the calculation gives -0.318 / -0.450 hartree. Its energy above the lowest of the compared OMol25 structures with the same formula, charge and spin is 0.0 kJ/mol. The frontier orbital gap (spin up / spin down) is 8.99 / 6.58 eV.

Each line ends with the natural charge from an NBO analysis.
CARTESIAN COORDINATES (ANGSTROEM)
Ir1 0.010 0.275 0.424  1.290
C1 1.086 -1.979 -1.408  -0.292
N1 -0.264 -1.352 -1.229  -0.397
C2 -0.737 -0.709 -2.484  -0.266
C3 0.103 0.496 -2.770  0.190
C4 0.411 0.938 -4.043  -0.209
C5 1.200 2.071 -4.181  -0.085
C6 1.673 2.712 -3.042  -0.218
C7 1.321 2.210 -1.806  0.044
N2 0.538 1.129 -1.678  -0.509
C8 -1.276 -2.337 -0.771  -0.271
C9 -1.078 -2.626 0.683  0.210
C10 -1.398 -3.823 1.287  -0.210
C11 -1.249 -3.940 2.664  -0.063
C12 -0.769 -2.860 3.396  -0.215
C13 -0.450 -1.700 2.728  0.066
N3 -0.609 -1.586 1.395  -0.550
C14 2.219 -1.450 -0.550  0.223
C15 3.475 -2.013 -0.680  -0.217
C16 4.516 -1.549 0.108  -0.068
C17 4.278 -0.534 1.028  -0.218
C18 3.007 -0.022 1.125  0.062
N4 2.000 -0.467 0.341  -0.543
H1 0.992 -3.049 -1.214  0.257
H2 1.376 -1.882 -2.455  0.258
H3 -0.701 -1.426 -3.308  0.245
H4 -1.780 -0.420 -2.344  0.246
H5 0.045 0.403 -4.910  0.263
H6 1.456 2.440 -5.165  0.269
H7 2.307 3.585 -3.110  0.270
H8 1.682 2.668 -0.892  0.213
H9 -2.264 -1.898 -0.920  0.251
H10 -1.230 -3.245 -1.376  0.249
H11 -1.768 -4.650 0.694  0.266
H12 -1.502 -4.868 3.161  0.272
H13 -0.636 -2.918 4.468  0.275
H14 -0.052 -0.837 3.251  0.222
H15 3.637 -2.811 -1.395  0.262
H16 5.505 -1.979 0.009  0.271
H17 5.064 -0.151 1.664  0.274
H18 2.763 0.759 1.833  0.223
C19 -2.753 2.151 1.921  -0.925
As1 -1.043 2.468 1.093  1.047
C20 -1.385 3.764 -0.284  -0.929
C21 0.045 3.338 2.430  -0.931
H19 -3.070 3.105 2.345  0.279
H20 -2.670 1.409 2.712  0.259
H21 -3.469 1.826 1.169  0.265
H22 -1.815 4.637 0.208  0.277
H23 -2.100 3.355 -0.994  0.264
H24 -0.470 4.048 -0.794  0.257
H25 -0.357 4.343 2.560  0.279
H26 1.083 3.405 2.115  0.255
H27 -0.030 2.791 3.367  0.264

Entry from the OMol25 dataset: a cluster of 5 separate species, C25H40Cl12FN2OS in total (the ωB97M-V functional and the def2-TZVPD basis).

As for the total charge: +1. Its HOMO energy is -11.8 eV. For the LUMO energy, the calculation gives -0.074 hartree. The frontier orbital gap is 9.80 eV.

Each line ends with the Löwdin charge.
CARTESIAN COORDINATES (ANGSTROEM)
C1 2.783 0.963 -1.988  0.120
C2 2.269 0.146 -1.275  -0.222
C3 1.561 -0.533 -0.181  -0.132
N1 0.750 0.418 0.654  -0.034
C4 1.691 1.304 1.396  -0.103
C5 2.597 0.607 2.444  -0.201
C6 4.096 0.874 2.118  -0.587
S1 4.736 2.405 2.829  0.735
C7 -0.093 1.224 -0.317  -0.228
C8 0.192 2.725 -0.508  -0.182
C9 -0.531 3.242 -1.762  -0.101
C10 -1.585 1.089 0.075  -0.064
C11 -1.667 -0.370 0.723  -0.271
C12 -3.019 -0.267 1.477  -0.158
C13 -3.509 -1.400 2.388  -0.072
C14 -1.786 -1.243 -0.555  -0.107
C15 -2.101 -2.754 -0.396  -0.156
C16 -3.048 -3.182 -1.496  -0.188
F1 -4.308 -2.635 -1.250  -0.059
C17 -0.339 -0.263 1.493  -0.212
C18 -0.503 0.272 2.917  -0.077
C19 -0.929 1.746 3.154  -0.201
C20 -0.107 2.380 4.319  -0.073
O1 0.361 -1.559 1.771  0.035
C21 -0.369 -2.533 2.205  -0.330
N2 -0.944 -3.460 2.564  0.228
H1 3.128 1.537 -2.821  0.062
H2 0.944 -1.298 -0.647  0.106
H3 2.329 -1.062 0.381  0.112
H4 2.349 1.832 0.713  0.117
H5 1.175 2.109 1.907  0.112
H6 2.427 1.078 3.409  0.087
H7 2.488 -0.476 2.485  0.111
H8 4.663 0.008 2.460  0.062
H9 4.253 0.921 1.040  0.035
H10 4.602 2.133 4.139  -0.129
H11 -0.124 0.846 -1.335  0.133
H12 -0.177 3.278 0.359  0.112
H13 1.247 2.958 -0.661  0.106
H14 -0.079 4.148 -2.136  0.032
H15 -0.429 2.487 -2.548  0.037
H16 -1.603 3.355 -1.601  0.087
H17 -1.987 1.887 0.697  0.121
H18 -2.123 1.186 -0.865  0.132
H19 -3.765 -0.179 0.681  0.121
H20 -3.113 0.666 2.029  0.100
H21 -3.915 -2.257 1.856  0.074
H22 -4.360 -1.008 2.953  0.086
H23 -2.803 -1.758 3.134  0.052
H24 -0.941 -1.163 -1.240  0.111
H25 -2.631 -0.817 -1.097  0.117
H26 -1.175 -3.310 -0.590  0.119
H27 -2.431 -3.061 0.588  0.080
H28 -2.711 -2.837 -2.476  0.125
H29 -3.133 -4.270 -1.502  0.125
H30 -1.262 -0.325 3.423  0.127
H31 0.395 0.105 3.508  0.108
H32 -0.768 2.397 2.299  0.076
H33 -1.971 1.844 3.450  0.108
H34 0.632 3.082 3.930  0.074
H35 -0.778 2.978 4.935  0.078
H36 0.345 1.632 4.968  0.078
C22 -7.060 -0.505 -2.597  -1.564
Cl1 -6.848 0.509 -4.024  0.523
Cl2 -6.777 0.428 -1.122  0.504
Cl3 -8.663 -1.232 -2.576  0.542
H37 -6.327 -1.301 -2.633  -0.007
C23 6.258 -1.868 -0.662  -1.487
Cl4 4.702 -1.095 -1.022  0.618
Cl5 7.098 -1.009 0.628  0.565
Cl6 6.032 -3.567 -0.234  0.563
H38 6.868 -1.820 -1.555  0.018
C24 3.639 -4.298 -2.911  -1.555
Cl7 4.847 -3.512 -3.926  0.540
Cl8 2.360 -3.151 -2.472  0.520
Cl9 2.958 -5.706 -3.713  0.560
H39 4.122 -4.622 -1.999  -0.031
C25 0.441 2.990 -5.658  -1.519
Cl10 -1.176 3.537 -6.078  0.555
Cl11 1.145 4.020 -4.405  0.562
Cl12 0.417 1.301 -5.128  0.521
H40 1.065 3.055 -6.539  0.016